w) DFT (ωB97M-V/def2-TZVPD) results for one molecule with the formula C3H3NO3.

Results
LUMO level (eV): 0.1
Kohn-Sham gap (Ha): 0.383

CARTESIAN COORDINATES (ANGSTROEM)
C (1.15704, -0.11826, -0.14584)
C (-1.00930, -0.97879, 0.02136)
C (0.62299, 1.27538, 0.06870)
H (-1.64168, -1.74043, -0.64718)
H (-1.11707, -0.91337, 1.16190)
H (1.14759, 2.04405, 0.60965)
N (-0.61547, 1.44574, -0.23827)
O (2.36967, -0.14411, -0.32471)
O (0.38851, -1.16155, -0.08980)
O (-1.30228, 0.29134, -0.41580)


x) DFT (ωB97M-V/def2-TZVPD) results for one molecule with the formula C3H3NO3.

Results
LUMO level (eV): -0.2
Kohn-Sham gap (Ha): 0.379

CARTESIAN COORDINATES (ANGSTROEM)
N (-0.70236, 1.27597, -0.62082)
C (-0.49407, 0.12508, -0.17889)
O (0.63081, -0.65944, -0.25653)
C (1.88237, -0.22337, 0.09375)
O (2.13924, 0.50749, 1.00118)
C (-1.71506, -0.55748, 0.40023)
O (-1.72868, -1.69953, 0.77194)
H (-0.02138, 1.83702, -1.07858)
H (2.61356, -0.70880, -0.56695)
H (-2.60442, 0.10307, 0.43467)


y) DFT (ωB97M-V/def2-TZVPD) results for C3H3NO3 as an isolated structure.

Results
LUMO level (eV): 0.5
Kohn-Sham gap (Ha): 0.430

CARTESIAN COORDINATES (ANGSTROEM)
N (0.41622, -2.01019, 0.34848)
C (0.10143, -0.82964, 0.09210)
O (-0.45026, -0.29098, -1.07116)
C (-0.62636, 1.05007, -0.76096)
O (-0.65313, 1.96004, -1.51303)
C (0.30284, 0.41999, 0.87920)
O (-0.90459, 1.11684, 0.66386)
H (0.21184, -2.64714, -0.41881)
H (0.93356, 0.99203, 0.02930)
H (0.68836, 0.36476, 1.90039)


So which one is most stable? That would be x), about 0.0250 hartree below the next structure.


w) DFT (ωB97M-V/def2-TZVPD) results for one molecule with the formula C3H3NO3.

Results
LUMO level (eV): 0.3
Kohn-Sham gap (Ha): 0.400

CARTESIAN COORDINATES (ANGSTROEM)
C (-0.98910, -0.38649, -0.18706)
C (-0.46208, 1.05626, 0.04112)
C (1.28650, -0.27266, -0.09644)
H (-0.72113, 1.60049, 1.05885)
H (-0.89233, 1.84926, -0.70042)
H (0.30727, -2.33710, 0.11739)
N (0.20750, -1.22074, 0.10539)
O (-2.13341, -0.67249, -0.12342)
O (0.88319, 0.95570, -0.10708)
O (2.51359, -0.57223, -0.10831)


x) DFT (ωB97M-V/def2-TZVPD) results for one molecule with the formula C3H3NO3.

Results
LUMO level (eV): 0.4
Kohn-Sham gap (Ha): 0.412

CARTESIAN COORDINATES (ANGSTROEM)
C (1.12127, -0.19510, -0.00161)
C (0.68484, 1.27219, 0.01495)
C (-1.10767, -0.17998, -0.06672)
H (1.01794, 1.72986, 0.96986)
H (1.16558, 1.68226, -0.88783)
H (-1.43769, 1.82501, 0.32951)
N (-0.76123, 1.12572, -0.10150)
O (2.21271, -0.67503, 0.08079)
O (-2.19929, -0.68264, 0.10866)
O (0.03560, -0.95482, -0.11205)


So which one is most stable? That would be x), about 0.0481 hartree below the next structure.


w) DFT (ωB97M-V/def2-TZVPD) results for one molecule with the formula C3H3NO3.

Results
LUMO level (eV): -0.6
Kohn-Sham gap (Ha): 0.359

CARTESIAN COORDINATES (ANGSTROEM)
N (0.07004, 0.75400, -0.36238)
C (-0.48976, -0.37294, 0.08938)
O (0.31640, -1.20959, 0.49475)
C (1.56248, 0.33365, -0.17072)
O (2.26124, 0.73271, 0.70349)
C (-1.98798, -0.64517, 0.05603)
O (-2.41858, -1.71094, 0.40376)
H (-0.42906, 1.57780, -0.70866)
H (1.89216, -0.29551, -1.01024)
H (-2.64137, 0.16403, -0.32392)


x) DFT (ωB97M-V/def2-TZVPD) results for one molecule with the formula C3H3NO3.

Results
LUMO level (eV): -0.6
Kohn-Sham gap (Ha): 0.370

CARTESIAN COORDINATES (ANGSTROEM)
N (0.04058, 1.07932, -0.39554)
C (-0.30955, -0.04898, 0.06572)
O (0.68781, -0.82341, 0.51628)
C (1.88359, -0.09831, 0.14738)
O (2.54661, 0.48523, 0.93326)
C (-1.73410, -0.56435, 0.12867)
O (-2.05974, -1.66022, 0.49420)
H (-0.67684, 1.68739, -0.75558)
H (2.08919, -0.25131, -0.91837)
H (-2.46757, 0.19463, -0.21601)


y) DFT (ωB97M-V/def2-TZVPD) results for a 2-piece molecular cluster, C3H3NO3 overall.

Results
LUMO level (eV): -2.0
Kohn-Sham gap (Ha): 0.324

CARTESIAN COORDINATES (ANGSTROEM)
O (3.08287, -0.16843, -0.36622)
C (1.92648, -0.32619, -0.63302)
C (0.86245, 0.63881, -0.04981)
O (1.16293, 1.59272, 0.60784)
C (-0.55631, 0.34741, -0.42078)
N (-1.57455, 0.68460, -0.92967)
H (1.54463, -1.18619, -1.21966)
O (-2.08670, -0.91209, 0.99837)
H (-1.77985, -0.44038, 1.78111)
H (-2.58196, -0.23025, 0.23185)


So which one is most stable? That would be x), about 0.0069 hartree below the next structure.


w) DFT (ωB97M-V/def2-TZVPD) results for one molecule with the formula C3H3NO3.

Results
LUMO level (eV): -0.9
Kohn-Sham gap (Ha): 0.369

CARTESIAN COORDINATES (ANGSTROEM)
C (-1.93736, -0.14451, -0.13991)
C (-0.66831, 0.12564, -0.41350)
C (0.71570, -0.57005, 0.39568)
N (1.82081, 0.40315, 0.23297)
O (0.78903, -1.60567, 0.95434)
O (2.34748, 0.92769, 1.19874)
O (2.20601, 0.45285, -0.93223)
H (-2.64148, 0.47112, -0.74603)
H (-2.26123, -0.89297, 0.60569)
H (-0.37065, 0.83276, -1.15573)


x) DFT (ωB97M-V/def2-TZVPD) results for one molecule with the formula C3H3NO3.

Results
LUMO level (eV): 0.6
Kohn-Sham gap (Ha): 0.390

CARTESIAN COORDINATES (ANGSTROEM)
C (1.61550, -0.22352, -0.00413)
C (0.19769, 0.15027, -0.24338)
C (-2.08823, -0.03188, 0.02002)
H (2.50575, 0.52634, -0.04184)
H (1.74017, -0.46772, 1.12158)
H (2.03184, -1.24523, -0.42524)
N (-0.37889, 1.35753, -0.17152)
O (-1.71175, 1.27971, -0.01328)
O (-3.15123, -0.55572, -0.03960)
O (-0.76084, -0.78979, -0.20260)


So which one is most stable? That would be x), about 0.0905 hartree below the next structure.


w) DFT (ωB97M-V/def2-TZVPD) results for a 2-piece molecular cluster, C4H12O3 overall.

Results
LUMO level (eV): 0.6
Kohn-Sham gap (Ha): 0.395

CARTESIAN COORDINATES (ANGSTROEM)
C (0.16956, 0.11176, -1.29442)
O (0.59254, -0.19276, -2.60930)
C (-0.58768, -1.06279, -0.66646)
C (-1.14777, -0.72453, 0.70602)
C (-0.12941, -0.44014, 1.79298)
O (0.72973, -1.53180, 2.01177)
H (1.03147, 0.31852, -0.64702)
H (-0.43534, 1.00185, -1.38411)
H (1.45064, -0.62009, -2.62176)
H (0.09180, -1.92108, -0.67258)
H (-1.36597, -1.34251, -1.36141)
H (-1.83615, -1.49934, 1.05879)
H (-1.83017, 0.11840, 0.54969)
H (-0.57997, -0.23450, 2.76170)
H (0.34890, 0.52740, 1.58388)
H (1.37475, -1.62633, 1.30591)
H (-0.11604, 3.82092, 0.61791)
H (0.36472, 2.41423, 0.48631)
O (0.12971, 3.16976, -0.04952)


x) DFT (ωB97M-V/def2-TZVPD) results for a 4-piece molecular cluster, C4H12O3 overall.

Results
LUMO level (eV): 0.5
Kohn-Sham gap (Ha): 0.341

CARTESIAN COORDINATES (ANGSTROEM)
C (-0.64416, -2.63339, -2.26661)
C (0.04551, -1.49028, -2.09440)
C (-0.42871, -0.30175, -1.40103)
C (0.36887, 0.57779, -0.77216)
H (-1.22147, -3.13616, -1.51328)
H (-0.51392, -3.12961, -3.22772)
H (0.93802, -1.31348, -2.69354)
H (-1.47700, -0.02330, -1.36030)
H (0.11928, 1.44627, -0.17438)
H (1.43121, 0.62663, -1.03231)
H (3.52926, 4.36662, -0.36591)
H (2.35883, 4.93939, -1.07358)
O (2.58908, 4.23811, -0.45218)
H (-0.16808, -0.96863, 2.10384)
H (0.39280, 0.28783, 2.29573)
O (0.56229, -0.60800, 2.61695)
H (-2.60695, -1.21995, 4.53480)
H (-2.28222, -0.81179, 3.11854)
O (-2.99263, -0.84630, 3.75754)


So which one is most stable? That would be w), about 0.0713 hartree below the next structure.


w) DFT (ωB97M-V/def2-TZVPD) results for a 3-piece molecular cluster, C4H12O3 overall.

Results
LUMO level (eV): 0.1
Kohn-Sham gap (Ha): 0.291

CARTESIAN COORDINATES (ANGSTROEM)
C (-0.41644, 2.11998, -0.49973)
C (-1.20038, 0.90608, -0.81599)
C (-1.20426, -0.19296, -0.00483)
O (-1.91737, -0.15220, 1.29704)
C (-1.07442, -1.67032, -0.44419)
H (0.54928, 1.92650, -0.04660)
H (-1.06053, 2.77687, 0.02965)
H (-0.36779, 2.62434, -1.54680)
H (-1.79446, 0.76041, -1.66092)
H (-1.82340, 0.79201, 1.45859)
H (-0.13294, -1.93115, -0.26288)
H (-1.19299, -1.75665, -1.57169)
H (-1.99438, -2.18101, -0.02344)
H (1.60715, -0.10059, -0.27973)
H (1.77367, 0.06745, -1.84658)
O (2.22705, 0.23292, -0.93976)
H (2.33481, -0.82849, 2.63457)
H (3.22455, -1.66223, 1.95111)
O (2.46286, -1.73097, 2.57219)


x) DFT (ωB97M-V/def2-TZVPD) results for a 3-piece molecular cluster, C4H12O3 overall.

Results
LUMO level (eV): 0.5
Kohn-Sham gap (Ha): 0.342

CARTESIAN COORDINATES (ANGSTROEM)
C (-0.15242, -2.53042, -1.10043)
C (0.25591, -1.64393, 0.05206)
C (-0.63685, -1.04702, 0.83706)
O (-1.99933, -0.96119, 0.62789)
C (-0.13524, -0.23798, 2.05205)
H (-1.23457, -2.56988, -1.12610)
H (0.31719, -3.51261, -1.04458)
H (0.13734, -2.12472, -2.07485)
H (1.26250, -1.75753, 0.44070)
H (-2.35735, -1.01623, 1.51149)
H (0.74698, 0.29185, 1.69416)
H (0.27417, -0.89145, 2.82081)
H (-0.88559, 0.49225, 2.34744)
H (-0.10739, 2.01758, -2.89243)
H (-1.24646, 1.51778, -2.07596)
O (-0.73774, 2.32365, -2.22925)
H (2.17609, 3.12280, -0.10148)
H (1.76853, 4.53049, 0.21197)
O (2.55422, 3.99657, 0.04945)


y) DFT (ωB97M-V/def2-TZVPD) results for a 3-piece molecular cluster, C4H12O3 overall.

Results
LUMO level (eV): 0.7
Kohn-Sham gap (Ha): 0.383

CARTESIAN COORDINATES (ANGSTROEM)
C (-1.46251, -1.81584, 1.00601)
C (0.32306, 0.98967, -0.99211)
O (0.07573, 2.35085, -0.67304)
C (-0.75455, 0.05856, -0.50037)
C (-0.50234, -0.78572, 0.50338)
H (-1.01928, -2.80427, 0.94213)
H (-1.74722, -1.64986, 2.03334)
H (-2.36038, -1.83474, 0.38951)
H (0.36328, 0.86589, -2.07978)
H (1.26378, 0.73436, -0.53128)
H (-0.75909, 2.61302, -1.09350)
H (-1.79429, 0.33141, -0.69897)
H (0.43125, -0.71352, 1.05226)
H (0.31777, -1.83240, -1.63574)
H (0.98616, -2.45305, -2.82684)
O (1.19934, -2.09462, -1.94768)
H (1.20418, 2.14014, 2.57521)
H (0.03525, 1.18199, 2.20968)
O (0.86634, 1.24340, 2.68473)


z) DFT (ωB97M-V/def2-TZVPD) results for a 3-piece molecular cluster, C4H12O3 overall.

Results
LUMO level (eV): 0.7
Kohn-Sham gap (Ha): 0.375

CARTESIAN COORDINATES (ANGSTROEM)
C (-1.75389, 0.28875, 0.40262)
C (-0.60906, 0.58967, -0.64558)
C (-0.75250, 1.80454, -1.45445)
C (-0.31444, -0.86178, -1.37257)
O (-1.82601, -0.91351, 0.80951)
H (-2.49424, 1.03551, 0.54619)
H (0.23778, 0.77688, 0.13944)
H (-1.76238, 1.97822, -1.85576)
H (-0.21520, 1.71658, -2.37324)
H (-0.41072, 2.67568, -0.88820)
H (0.31192, -0.76396, -2.15936)
H (-1.50460, -1.02373, -1.62948)
H (0.09495, -1.53826, -0.64035)
H (2.51811, -2.25005, 0.00556)
H (1.52079, -1.15355, 0.45796)
O (2.25274, -1.34625, -0.00177)
H (1.33172, 0.85232, 2.62662)
H (2.79543, 0.38082, 2.18143)
O (1.84275, 0.55807, 1.94339)


So which one is most stable? That would be x), about 0.0030 hartree below the next structure.


w) DFT (ωB97M-V/def2-TZVPD) results for a 3-piece molecular cluster, C4H12O3 overall.

Results
LUMO level (eV): 0.7
Kohn-Sham gap (Ha): 0.398

CARTESIAN COORDINATES (ANGSTROEM)
C (-0.29554, -1.54627, -0.69897)
C (-0.23708, -0.64656, 0.49127)
C (1.21187, -0.15917, 0.74651)
C (-0.83643, -1.31772, 1.73650)
O (0.22507, -1.31082, -1.78314)
H (-0.85538, -2.48191, -0.53332)
H (-0.77637, 0.20547, 0.23069)
H (1.83894, -1.01669, 0.99391)
H (1.17986, 0.60794, 1.59164)
H (1.60375, 0.43270, -0.13833)
H (-0.80939, -0.62200, 2.62015)
H (-0.25918, -2.24668, 2.07337)
H (-1.86752, -1.58485, 1.58911)
H (-0.70224, 3.43490, -0.01264)
H (-0.16610, 2.19455, -0.81736)
O (-0.45493, 2.44722, 0.11815)
H (0.61569, 1.62600, -3.39591)
H (0.25681, 0.52135, -2.37009)
O (0.32817, 1.46255, -2.44154)


x) DFT (ωB97M-V/def2-TZVPD) results for a 3-piece molecular cluster, C4H12O3 overall.

Results
LUMO level (eV): 0.6
Kohn-Sham gap (Ha): 0.379

CARTESIAN COORDINATES (ANGSTROEM)
C (2.24147, 1.14133, -1.43688)
C (0.59113, -1.79123, 0.57129)
O (0.36753, -1.63302, 1.95820)
C (0.66885, -0.64130, -0.38734)
C (1.67967, 0.23308, -0.40549)
H (2.60216, 0.52486, -2.23433)
H (1.60401, 1.96101, -1.80404)
H (3.08465, 1.71579, -1.01365)
H (1.53448, -2.51099, 0.46359)
H (-0.21701, -2.46454, 0.32327)
H (0.43949, -0.72864, 2.27753)
H (0.11970, -0.77479, -1.31013)
H (2.31690, -0.06403, 0.41096)
H (-2.33862, 0.31669, -0.80294)
H (-3.43963, -0.83674, -0.26397)
O (-3.16719, 0.06584, -0.41063)
H (-1.29642, 1.74204, 0.94558)
H (-0.99626, 1.90748, -0.56016)
O (-1.48928, 2.28108, 0.17472)


So which one is most stable? That would be w), about 0.0684 hartree below the next structure.


w) DFT (ωB97M-V/def2-TZVPD) results for a 3-piece molecular cluster, C4H12O3 overall.

Results
LUMO level (eV): 0.8
Kohn-Sham gap (Ha): 0.406

CARTESIAN COORDINATES (ANGSTROEM)
C (1.62089, -0.75214, 0.49781)
C (1.90197, -0.50907, -0.95889)
O (2.68786, -0.50789, 1.25990)
O (0.65008, -1.36078, 0.92180)
O (0.68983, 1.43687, 0.95756)
H (2.47640, -0.69137, 2.18736)
H (-1.04055, -0.59209, 0.74399)
H (0.65623, 2.20349, 0.37982)
H (0.96784, -0.47492, -1.51360)
H (2.50063, -1.33779, -1.33388)
H (2.46790, 0.41071, -1.07570)
C (-2.00670, -0.03033, 0.47411)
C (-2.07061, 0.22410, -1.02845)
H (-1.94658, -0.70745, -1.57603)
H (-2.78300, -0.74018, 0.75942)
H (-2.24674, 0.87536, 1.03318)
H (-0.23194, 0.98612, 0.92747)
H (-1.27257, 0.89782, -1.33890)
H (-3.02093, 0.66953, -1.31694)


x) DFT (ωB97M-V/def2-TZVPD) results for a 3-piece molecular cluster, C4H12O3 overall.

Results
LUMO level (eV): 0.4
Kohn-Sham gap (Ha): 0.381

CARTESIAN COORDINATES (ANGSTROEM)
C (0.81015, 1.42962, 0.55701)
C (-0.14500, 0.32672, 0.90442)
C (-1.37007, 0.38532, -0.02454)
C (-0.46614, 0.19955, 2.37659)
O (0.84317, 2.02124, -0.49475)
H (1.59515, 1.65639, 1.30954)
H (0.41739, -0.55303, 0.54873)
H (-1.92544, 1.33211, -0.01498)
H (-2.10266, -0.30146, 0.40262)
H (-1.00738, 0.39472, -1.05071)
H (-0.71387, -0.82965, 2.62597)
H (-1.23733, 0.90965, 2.67040)
H (0.44321, 0.43298, 2.93819)
H (0.09372, -2.69649, -1.25483)
H (-0.58434, -3.18927, -2.48356)
O (-0.49256, -2.35715, -1.95728)
H (1.59737, -0.36038, -2.60146)
H (1.90146, 1.00784, -2.08109)
O (2.34315, 0.19130, -2.37026)


y) DFT (ωB97M-V/def2-TZVPD) results for a 4-piece molecular cluster, C4H12O3 overall.

Results
LUMO level (eV): -4.4
Kohn-Sham gap (Ha): 0.119

CARTESIAN COORDINATES (ANGSTROEM)
C (1.99809, -0.79318, 0.19508)
C (0.92507, 0.04536, -0.27578)
C (1.36872, 1.04972, -1.22313)
C (-0.49930, -0.09421, 0.12908)
O (3.24988, -0.52768, 0.13076)
H (1.63059, -1.68021, 0.82772)
H (3.95570, -3.38176, 0.33850)
H (1.35918, 0.67179, -2.25593)
H (2.42885, 1.34562, -0.91550)
H (0.72593, 1.87242, -1.27576)
H (-0.99598, -0.77514, -0.56508)
H (-0.98195, 0.89228, 0.09311)
H (-0.70110, -0.47177, 1.09242)
H (-3.79183, -0.44072, 2.31841)
H (4.32509, -2.85750, 0.74631)
O (-3.29220, -0.22924, 1.48656)
H (-3.16318, 1.86483, -0.49560)
H (-3.18508, 0.31838, 0.04053)
O (-3.00290, 0.93137, -0.72990)


So which one is most stable? That would be w), about 0.0237 hartree below the next structure.